(1)
Formula: C3H3F
Source: the Open Molecules 2025 dataset
Level of theory: wB97M-V/def2-TZVPD

Bonds (Å) are listed after each position.
Geometry (Å):
1 F -1.84460 -1.10766 0.15966  C3 1.307
2 C 0.81328 -0.09712 -0.32498  C3 1.725, C4 1.555, H5 1.029, H6 1.046
3 C -0.81955 -0.29745 0.19442  F1 1.307, C2 1.725, C4 1.296
4 C -0.16392 0.77390 0.51448  C2 1.555, C3 1.296, H7 1.105
5 H 1.37775 -0.89445 -0.00108  C2 1.029
6 H 0.83299 -0.21202 -1.36467  C2 1.046
7 H -0.19596 1.83479 0.82216  C4 1.105

Values from the calculation:
molar mass: 58.1 g/mol
SMILES: FC1=CC1
F_max: 4.957 eV/A
ΔE to the lowest compared entry with this formula, charge and spin: 169.1 kJ/mol
total charge: 0

=====

(2)
Formula: C5H11N2O2P2
Source: the Open Molecules 2025 dataset
Level of theory: wB97M-V/def2-TZVPD

Bonds (Å) are listed after each position.
Geometry (Å):
1 P -2.38663 0.09273 1.81344  P2 2.215, H17 1.517, H20 1.468
2 P -2.65598 -0.33320 -0.34377  P1 2.215, O3 1.459, O4 1.510
3 O -3.55472 -1.46103 -0.56820  P2 1.459
4 O -2.93116 0.89495 -1.17859  P2 1.510
5 N 3.16284 -1.84954 0.49747  C9 1.277, H15 1.015
6 N 0.68202 0.67045 0.47407  C10 1.469, C11 1.272
7 C -0.06120 2.75351 -0.41361  C11 1.503, H16 1.008, H18 1.058, H21 1.168
8 C 0.33849 -1.75901 -0.40399  C10 1.522, H12 1.015, H14 1.096
9 C 2.43025 -1.01464 -0.13161  N5 1.277, C10 1.486, H13 1.057
10 C 1.08796 -0.74077 0.44321  N6 1.469, C8 1.522, C9 1.486, H19 1.052
11 C 0.13193 1.26613 -0.50614  N6 1.272, C7 1.503, H22 1.104
12 H -0.02971 -1.47399 -1.30626  C8 1.015
13 H 2.71824 -0.37516 -0.92252  C9 1.057
14 H -0.27431 -2.55984 0.02553  C8 1.096
15 H 4.12974 -1.89048 0.19297  N5 1.015
16 H 0.19757 3.08714 0.50142  C7 1.008
17 H -0.88958 0.27276 1.64350  P1 1.517
18 H 0.32339 3.19563 -1.29400  C7 1.058
19 H 1.00819 -1.23194 1.37065  C10 1.052
20 H -2.05517 -1.28420 2.19940  P1 1.468
21 H -1.21426 2.83025 -0.58299  C7 1.168
22 H -0.15788 0.91026 -1.50998  C11 1.104

Values from the calculation:
molar mass: 193.1 g/mol
F_max: 5.691 eV/A
ΔE to the lowest compared entry with this formula, charge and spin: 284.8 kJ/mol
total charge: -1

=====

(3)
Formula: C4H7NO2
Source: the Open Molecules 2025 dataset
Level of theory: wB97M-V/def2-TZVPD

Bonds (Å) are listed after each position.
Geometry (Å):
1 O -1.90001 -1.73674 1.41761  C6 1.202
2 O -1.35180 0.17615 0.34447  C5 1.434, C6 1.359
3 N -0.04033 -1.59821 0.04502  C4 1.445, C6 1.380, H11 1.007
4 C 0.52994 -0.61276 -0.84464  N3 1.445, C5 1.547, H8 1.096, H12 1.097
5 C -0.22415 0.66120 -0.39587  O2 1.434, C4 1.547, C7 1.517, H9 1.094
6 C -1.17349 -1.12919 0.67773  O1 1.202, O2 1.359, N3 1.380
7 C 0.57132 1.57171 0.52070  C5 1.517, H10 1.095, H13 1.094, H14 1.095
8 H 1.60981 -0.50930 -0.68591  C4 1.096
9 H -0.61233 1.21378 -1.25637  C5 1.094
10 H 0.88566 1.01402 1.40967  C7 1.095
11 H -0.05017 -2.57643 -0.19514  N3 1.007
12 H 0.35589 -0.85043 -1.90151  C4 1.097
13 H -0.05925 2.40479 0.84406  C7 1.094
14 H 1.45891 1.97141 0.02019  C7 1.095

Values from the calculation:
molar mass: 101.1 g/mol
SMILES: C[C@H]1CNC(=O)O1
F_max: 0.457 eV/A
ΔE to the lowest compared entry with this formula, charge and spin: 6.3 kJ/mol
total charge: 0

=====

(4)
Formula: C22H29ClF10INO6S
Source: the Open Molecules 2025 dataset
Level of theory: wB97M-V/def2-TZVPD

Bonds (Å) are listed after each position.
Geometry (Å):
1 I -2.63540 0.42219 3.90444  C29 2.198
2 Cl 5.21685 -2.41707 3.09697  C22 1.832
3 S 4.19388 0.82148 2.39617  O14 1.536, O17 1.538, C21 1.884, C23 1.859
4 F 6.40153 1.47088 6.04040  C24 1.460
5 F 4.28881 3.07704 4.46468  C37 1.432
6 F 6.83609 0.67711 3.31283  C21 1.456
7 F 8.89169 2.38176 6.03978  C35 1.449
8 F 8.62098 2.89759 3.80530  C35 1.426
9 F 6.03616 4.08733 3.35853  C37 1.463
10 F 8.23150 4.54059 5.51675  C35 1.445
11 F 2.94759 0.51634 4.86469  C23 1.473
12 F 6.31612 2.25181 1.73361  C21 1.462
13 F 6.01187 3.73032 6.25845  C24 1.462
14 O 4.57801 0.05510 1.12182  S3 1.536
15 O 2.39149 -1.16882 3.20614  C23 1.417, C36 1.429
16 O -6.30406 -0.46622 -5.33103  C32 1.435, C34 1.435
17 O 3.33354 1.99167 1.88949  S3 1.538
18 O -0.02866 -0.08644 5.27156  C29 1.286
19 O -1.95900 0.07815 -3.25969  C27 1.434, C28 1.435
20 N 3.80757 -2.04023 5.34723  C22 1.522, H49 1.042, H57 1.034
21 C 5.79950 1.63477 2.95422  S3 1.884, F6 1.456, F12 1.462, C37 1.612
22 C 4.54445 -1.21359 4.30333  Cl2 1.832, N20 1.522, C23 1.658, H44 1.150
23 C 3.35842 -0.24257 3.67117  S3 1.859, F11 1.473, O15 1.417, C22 1.658
24 C 6.55908 2.73835 5.33409  F4 1.460, F13 1.462, C35 1.617, C37 1.625
25 C 1.50567 -0.64452 0.81711  C36 1.647, C38 1.634, H45 1.168, H69 1.146
26 C 0.11915 -1.81503 2.62700  C33 1.320, C36 1.645
27 C -2.03165 -1.08105 -4.10153  O19 1.434, C31 1.515, H46 1.096, H68 1.093
28 C -2.94179 1.02672 -3.69968  O19 1.435, C30 1.515, H43 1.095, H71 1.093
29 C -0.45146 0.31388 4.12524  I1 2.198, O18 1.286, C41 1.644
30 C -3.44806 0.54212 -5.04292  C28 1.515, C31 1.509, H64 1.096, H70 1.091
31 C -3.30478 -0.95433 -4.91291  C27 1.515, C30 1.509, H52 1.092, H66 1.095
32 C -7.58110 -0.27283 -4.70626  O16 1.435, C42 1.515, H50 1.095, H60 1.093
33 C -0.82307 -2.71687 2.82995  C26 1.320, H62 1.142
34 C -6.51579 -0.88094 -6.68797  O16 1.435, C40 1.515, H54 1.096, H61 1.093
35 C 8.10287 3.16104 5.10755  F7 1.449, F8 1.426, F10 1.445, C24 1.617
36 C 1.28673 -0.66988 2.44915  O15 1.429, C25 1.647, C26 1.645, C41 1.603
37 C 5.62564 2.84197 4.00819  F5 1.432, F9 1.463, C21 1.612, C24 1.625
38 C 0.09288 -0.61870 -0.00298  C25 1.634, C39 1.628, H48 1.149, H63 1.168
39 C -0.27182 -2.04296 -0.70327  C38 1.628, H47 1.166, H51 1.151, H67 1.148
40 C -7.98415 -1.23155 -6.81566  C34 1.515, C42 1.511, H56 1.095, H59 1.092
41 C 0.57609 0.69469 2.89930  C29 1.644, C36 1.603, H53 1.145, H65 1.162
42 C -8.61876 -0.30018 -5.80996  C32 1.515, C40 1.511, H55 1.095, H58 1.092
43 H -3.74517 1.04601 -2.95539  C28 1.095
44 H 5.32751 -0.61525 4.89588  C22 1.150
45 H 2.02620 -1.65777 0.55902  C25 1.168
46 H -1.14732 -1.08055 -4.74833  C27 1.096
47 H -1.19445 -1.83664 -1.38623  C39 1.166
48 H -0.79295 -0.20603 0.60225  C38 1.149
49 H 4.14389 -3.02614 5.31181  N20 1.042
50 H -7.73401 -1.09262 -3.99633  C32 1.095
51 H 0.61321 -2.39449 -1.35049  C39 1.151
52 H -3.25277 -1.47564 -5.87107  C31 1.092
53 H 1.24919 1.52299 3.31309  C41 1.145
54 H -6.25034 -0.04124 -7.33967  C34 1.096
55 H -8.72658 0.69878 -6.24623  C42 1.095
56 H -8.14775 -2.27161 -6.51310  C40 1.095
57 H 3.96049 -1.64717 6.29089  N20 1.034
58 H -9.60055 -0.62935 -5.46398  C42 1.092
59 H -8.36494 -1.10715 -7.83128  C40 1.092
60 H -7.58097 0.67056 -4.15444  C32 1.093
61 H -5.86102 -1.72397 -6.92153  C34 1.093
62 H -1.52699 -3.57397 3.10126  C33 1.142
63 H 0.24367 0.12651 -0.88956  C38 1.168
64 H -2.79502 0.90914 -5.84271  C30 1.096
65 H -0.10177 1.18850 2.09516  C41 1.162
66 H -4.15010 -1.35981 -4.34742  C31 1.095
67 H -0.62466 -2.80111 0.08396  C39 1.148
68 H -2.01344 -1.98433 -3.48699  C27 1.093
69 H 2.10133 0.26629 0.45746  C25 1.146
70 H -4.46652 0.86845 -5.25713  C30 1.091
71 H -2.49363 2.02213 -3.75445  C28 1.093

Values from the calculation:
molar mass: 787.9 g/mol
SMILES: C#C[C@@](CCC)(CC(=O)I)O[C@@](F)([C@@H](N)Cl)S(=O)(=O)C(F)(F)C(F)(F)C(F)(F)C(F)(F)F.C1CCOC1.C1CCOC1
F_max: 9.659 eV/A
E_tot: -3516.1787 hartree
total charge: 0

=====

(5)
Formula: C20H22N2O4
Source: the Open Molecules 2025 dataset
Level of theory: wB97M-V/def2-TZVPD

Bonds (Å) are listed after each position.
Geometry (Å):
1 O 1.76603 -0.96306 0.15061  C13 1.214
2 O -1.62754 1.97146 -0.81776  C22 1.218
3 O -1.74451 -1.18673 -2.33449  C17 1.368, C20 1.407
4 O -2.50951 -0.65222 3.50074  C7 1.406, C8 1.365
5 N -0.05647 1.01482 -2.13720  C19 1.453, C22 1.355, C25 1.408
6 N 0.35835 0.62388 0.91810  C13 1.345, C21 1.445, H45 1.009
7 C -3.65037 -0.88559 4.28897  O4 1.406, H32 1.095, H39 1.089, H40 1.095
8 C -1.44115 -0.01833 4.06678  O4 1.365, C14 1.403, C18 1.389
9 C 0.78402 0.82911 3.73831  C14 1.384, C16 1.385, H34 1.080
10 C 1.98945 1.24572 -0.76285  C13 1.530, C19 1.533, H27 1.091, H30 1.091
11 C -0.25743 1.03490 5.87768  C16 1.381, C18 1.385, H42 1.080
12 C 1.84411 -1.21557 -4.42631  C15 1.388, C23 1.499, C24 1.388
13 C 1.36306 0.18185 0.14071  O1 1.214, N6 1.345, C10 1.530
14 C -0.33900 0.20292 3.22716  C8 1.403, C9 1.384, C21 1.506
15 C 1.47485 -0.09556 -3.69372  C12 1.388, C25 1.388, H46 1.078
16 C 0.83322 1.24745 5.05772  C9 1.385, C11 1.381, H48 1.079
17 C -0.55032 -1.18343 -3.00218  O3 1.368, C25 1.399, C26 1.385
18 C -1.39022 0.40437 5.38928  C8 1.389, C11 1.385, H44 1.079
19 C 0.95644 1.94017 -1.65834  N5 1.453, C10 1.533, H29 1.093, H35 1.093
20 C -2.29592 0.09589 -2.15771  O3 1.407, C22 1.519, H38 1.104, H41 1.091
21 C -0.39275 -0.24850 1.79127  N6 1.445, C14 1.506, H36 1.094, H47 1.095
22 C -1.30496 1.11426 -1.62016  O2 1.218, N5 1.355, C20 1.519
23 C 3.13699 -1.22622 -5.18428  C12 1.499, H28 1.087, H37 1.088, H43 1.090
24 C 1.01677 -2.32975 -4.41076  C12 1.388, C26 1.382, H31 1.079
25 C 0.29689 -0.07125 -2.96075  N5 1.408, C15 1.388, C17 1.399
26 C -0.17625 -2.31169 -3.71355  C17 1.385, C24 1.382, H33 1.078
27 H 2.49189 1.99235 -0.14534  C10 1.091
28 H 3.08582 -1.91244 -6.02574  C23 1.087
29 H 1.44758 2.41966 -2.50914  C19 1.093
30 H 2.74034 0.73263 -1.36466  C10 1.091
31 H 1.30070 -3.21612 -4.95723  C24 1.079
32 H -3.42499 -1.53452 5.14142  C7 1.095
33 H -0.83354 -3.16601 -3.70276  C26 1.078
34 H 1.63374 0.98375 3.08982  C9 1.080
35 H 0.41412 2.71050 -1.10424  C19 1.093
36 H -1.43686 -0.29344 1.46627  C21 1.094
37 H 3.38180 -0.23279 -5.55323  C23 1.088
38 H -2.69436 0.47682 -3.11416  C20 1.104
39 H -4.36069 -1.38836 3.63427  C7 1.089
40 H -4.09097 0.04982 4.64914  C7 1.095
41 H -3.12092 -0.00689 -1.45052  C20 1.091
42 H -0.23520 1.35658 6.90831  C11 1.080
43 H 3.94656 -1.55299 -4.53123  C23 1.090
44 H -2.22781 0.24765 6.05048  C18 1.079
45 H 0.00762 1.56460 0.82120  N6 1.009
46 H 2.12668 0.76352 -3.70087  C15 1.078
47 H 0.04695 -1.24667 1.69094  C21 1.095
48 H 1.71776 1.73345 5.44000  C16 1.079

Values from the calculation:
molar mass: 354.4 g/mol
SMILES: COc1ccccc1CNC(=O)CCN1C(=O)COc2ccc(C)cc21
F_max: 0.596 eV/A
ΔE to the lowest compared entry with this formula, charge and spin: 172.3 kJ/mol
total charge: 0

=====

(6)
Formula: C7H8BrNS
Source: the Open Molecules 2025 dataset
Level of theory: wB97M-V/def2-TZVPD

Bonds (Å) are listed after each position.
Geometry (Å):
1 Br -2.81761 1.03210 -0.75587  N3 1.742
2 S -1.53287 -1.97286 -2.00840  C5 1.727
3 N -3.04690 0.07794 -2.19546  Br1 1.742, H12 1.031
4 C 0.37944 -0.36065 -1.30817  C5 1.393, C10 1.390, H17 1.143
5 C -0.48907 -1.32223 -0.79544  S2 1.727, C4 1.393, C7 1.380
6 C 0.25889 -0.85286 1.42960  C7 1.397, C9 1.437, H13 1.108
7 C -0.48376 -1.64162 0.54705  C5 1.380, C6 1.397, H11 1.112
8 C 1.82495 1.21441 1.75516  C9 1.514, H14 1.111, H16 1.073, H18 1.085
9 C 1.08286 0.20269 0.90841  C6 1.437, C8 1.514, C10 1.376
10 C 1.10390 0.45293 -0.44490  C4 1.390, C9 1.376, H15 1.061
11 H -1.29301 -2.32680 0.88072  C7 1.112
12 H -2.70714 0.44300 -3.09790  N3 1.031
13 H 0.12604 -1.03182 2.51545  C6 1.108
14 H 1.65946 2.24890 1.38385  C8 1.111
15 H 1.48391 1.31320 -0.93630  C10 1.061
16 H 1.40258 1.41513 2.72140  C8 1.073
17 H 0.17421 0.16663 -2.30166  C4 1.143
18 H 2.87412 0.94192 1.70248  C8 1.085

Values from the calculation:
molar mass: 218.1 g/mol
F_max: 3.317 eV/A
ΔE to the lowest compared entry with this formula, charge and spin: 206.6 kJ/mol
total charge: 0

=====

- Which of these has the lowest F_max?
  C4H7NO2

=====

- Which of these has the highest F_max?
  C22H29ClF10INO6S

=====

- molar mass of number 6 (C7H8BrNS)?
  218.1 g/mol